Record 1
14
Properties=species:S:1:pos:R:3:forces:R:3 method="wB97M-V/def2-TZVPD" multiplicity=1 homo_ev=-8.9 molar_mass_da=91.18 total_charge=0 orbital_gap_ev=9.95
C -1.6166 -1.5113 1.3706 1.5 -2.4 1.3
N 0.0058 -1.1786 1.5094 -3.2 1.7 0.4
C 0.0678 0.2707 1.0558 2.4 -0.1 -2.7
C 0.6947 0.0231 -0.4407 -1.5 -4.2 -0.4
S 0.5014 1.2280 -1.7945 1.1 0.2 1.2
H -1.6388 -2.6654 1.3967 0.0 1.7 0.4
H -2.2849 -1.1244 2.2461 1.4 -0.3 -1.7
H -2.0513 -1.3399 0.3491 0.9 0.7 1.0
H 0.2821 -1.2364 2.4981 -0.6 -0.1 -0.4
H 0.5903 1.1970 1.4929 -0.1 -2.1 0.4
H -0.9233 0.6252 0.9368 -1.0 0.4 -0.4
H -0.0582 -0.8317 -0.8368 1.3 1.9 0.7
H 1.6403 -0.7695 -0.4827 -1.8 2.8 0.5
H 1.5062 2.0530 -1.3687 -0.5 -0.2 -0.4

=====

Record 2
14
Properties=species:S:1:pos:R:3:forces:R:3 method="wB97M-V/def2-TZVPD" multiplicity=1 homo_ev="-7.9 / -7.7" molar_mass_da=91.18 total_charge=0 orbital_gap_ev="7.84 / 6.97"
C -1.3301 0.3507 1.3642 1.2 0.3 0.8
C -0.4916 -1.3735 -0.8193 0.9 2.6 0.5
C 2.0441 0.2789 0.4173 -0.8 0.0 -2.5
N -1.2381 0.9820 -1.2965 0.9 -1.7 0.3
S -0.4567 0.3220 -0.0933 -0.6 -0.8 0.5
H -1.9409 1.2543 1.3669 -0.1 -0.2 0.1
H -0.7117 0.2214 2.3026 -0.6 0.0 -1.2
H -1.4224 -1.7844 -0.6972 -2.4 -0.6 0.2
H -0.2959 -0.9569 -1.7491 -0.2 0.0 -2.4
H 0.2526 -2.0662 -0.6595 1.9 -1.2 1.3
H 2.0845 -0.6471 0.9330 0.0 -0.4 0.7
H 2.4145 0.2496 -0.6090 -0.2 -0.5 0.0
H 2.3636 1.2071 0.7947 -0.1 0.9 1.3
H -1.2721 1.9621 -1.2548 0.0 1.6 0.4

=====

Record 3
14
Properties=species:S:1:pos:R:3:forces:R:3 method="wB97M-V/def2-TZVPD" multiplicity=1 homo_ev=-8.6 molar_mass_da=91.18 total_charge=0 orbital_gap_ev=9.35
C -1.2387 -3.3052 -2.5950 -0.1 -0.5 1.0
N -0.2589 -4.0200 -2.2296 0.2 -0.4 -1.8
H -2.1846 -3.8056 -2.8112 -0.1 0.2 0.4
H -1.2252 -2.2211 -2.5344 0.1 0.3 -0.8
H 0.6151 -3.5138 -2.3823 0.0 0.3 1.2
C 0.1903 2.2189 2.4603 0.2 -0.3 -0.1
S 0.8401 1.9328 0.7923 -0.2 -0.5 -0.3
C -0.3380 0.6356 0.3225 -0.3 -0.5 0.5
H -0.6546 2.9048 2.4252 0.3 0.3 0.2
H -0.1592 1.3238 2.9777 0.2 -0.3 -0.4
H 1.0700 2.5497 3.0128 -0.4 0.5 0.2
H -1.3194 0.9685 0.6603 -0.1 -0.2 -0.1
H -0.0782 -0.2918 0.8328 -0.1 0.1 0.3
H -0.4124 0.3225 -0.7164 0.3 0.7 -0.3

=====

Record 4
14
Properties=species:S:1:pos:R:3:forces:R:3 method="wB97M-V/def2-TZVPD" multiplicity=1 homo_ev=-8.9 molar_mass_da=91.18 total_charge=0 orbital_gap_ev=9.81
C -1.9555 3.4612 -1.5000 -1.1 -0.6 -1.7
N -2.2664 3.2327 -0.2885 2.6 -1.6 0.1
H -1.4354 4.3889 -1.7632 0.9 -0.5 -0.3
H -2.2929 2.7717 -2.4362 0.0 1.8 2.3
H -1.3975 3.5356 0.2687 -2.3 0.9 -0.3
C 2.1009 -2.1743 0.9616 -1.8 -1.5 -1.0
C 0.6541 -2.2889 0.3498 0.5 2.1 -1.1
S -0.5218 -1.0655 1.0884 -0.1 0.9 -0.6
H 2.0299 -2.2677 2.0299 0.0 -0.9 0.5
H 2.4525 -1.1863 0.9176 0.6 1.4 -1.0
H 2.7633 -2.9115 0.4571 -0.2 0.6 0.7
H 0.0569 -3.1132 0.5601 -0.1 -2.2 0.9
H 0.5515 -2.2910 -0.7695 0.7 0.6 0.9
H -0.7396 -0.0919 0.1243 0.5 -0.9 0.6

=====

Record 5
15
Properties=species:S:1:pos:R:3:forces:R:3 method="wB97M-V/def2-TZVPD" multiplicity=1 homo_ev=-8.5 molar_mass_da=123.25 total_charge=0 orbital_gap_ev=8.94
C 0.5987 1.6336 -1.3189 -0.1 0.3 -0.1
N -0.2934 1.5058 -0.1833 0.4 0.7 0.1
C -0.8132 0.2144 0.1691 0.8 -1.6 -0.5
C 0.1285 -1.0302 -0.1254 0.0 1.1 0.1
S 1.0726 -1.5910 1.3386 -0.8 0.1 0.2
S -0.5262 -2.0963 2.6362 0.9 0.1 -0.5
H 0.2154 1.0189 -2.1342 0.1 0.1 -0.1
H 0.6552 2.6739 -1.6512 -0.4 0.0 0.0
H 1.6475 1.3794 -1.1537 0.1 -0.5 0.2
H -0.0161 2.0894 0.5911 0.0 -0.3 0.0
H -1.7193 0.0327 -0.4138 -0.3 0.0 0.3
H -0.9548 0.1264 1.2391 -0.8 0.5 0.0
H -0.3673 -1.8872 -0.5702 -0.3 0.0 0.1
H 0.8352 -0.6481 -0.8656 0.4 -0.5 0.2
H -0.4627 -3.4217 2.4423 -0.1 0.0 -0.1

=====

Record 6
15
Properties=species:S:1:pos:R:3:forces:R:3 method="wB97M-V/def2-TZVPD" multiplicity=1 homo_ev=-8.8 molar_mass_da=123.25 total_charge=0 orbital_gap_ev=9.28
N -1.4596 1.7134 -1.4853 1.2 -0.3 -0.8
C -1.3360 0.5050 -0.6931 -1.5 0.5 3.4
C 0.0364 -0.0952 -0.4515 -0.2 -0.1 -1.8
C 0.1928 -0.7239 0.9205 2.3 -0.5 0.1
S 1.6712 -0.0012 1.9118 -1.0 0.1 -0.1
S 3.2505 -1.1931 1.2935 0.4 -0.3 1.0
H -0.9118 1.6819 -2.3369 -0.3 0.0 -0.1
H -2.3841 2.0577 -1.6860 -0.1 -0.4 0.1
H -2.1415 -0.2598 -0.7084 0.4 0.1 -1.0
H -1.4938 0.8626 0.3472 -0.4 0.2 -0.3
H 0.7158 0.7186 -0.7226 0.4 -0.3 0.6
H 0.2148 -0.9060 -1.1607 0.2 0.1 -0.3
H 0.6683 -1.6933 0.8329 -0.3 -0.4 -0.4
H -0.7417 -0.9286 1.4269 -0.1 0.7 0.6
H 3.7188 -1.7382 2.5117 -0.9 0.5 -1.2

=====

Record 7
13
Properties=species:S:1:pos:R:3:forces:R:3 method="wB97M-V/def2-TZVPD" multiplicity=1 homo_ev=-2.1 molar_mass_da=61.10 total_charge=-1 orbital_gap_ev=6.60
C 0.7734 -1.1212 -0.3066 -0.4 -0.1 0.0
O -0.1903 -0.1944 -0.3895 -0.1 0.1 0.0
C 1.2766 -1.3241 1.1435 0.2 0.1 0.1
H 1.6554 -0.8682 -0.9444 0.3 -0.2 0.0
H 0.4373 -2.1467 -0.6563 0.2 0.1 0.0
H 1.9657 -2.1755 1.2836 -0.1 0.0 -0.1
H 0.3917 -1.4478 1.7718 0.0 -0.1 0.1
H 1.7959 -0.4245 1.4946 -0.1 0.0 -0.1
C -1.6848 2.3231 -0.4676 0.0 -0.1 0.0
H -1.0445 2.5516 0.3781 0.1 0.1 0.1
H -2.3581 1.5259 -0.1621 -0.1 0.0 0.0
H -1.0562 1.9040 -1.2498 0.0 0.0 0.0
H -2.2334 3.2097 -0.7921 0.0 0.0 0.0

=====

Record 8
13
Properties=species:S:1:pos:R:3:forces:R:3 method="wB97M-V/def2-TZVPD" multiplicity=2 homo_ev="4.0 / 0.2" molar_mass_da=61.10 s2=0.75 total_charge=-2 orbital_gap_ev="3.20 / 7.10"
O -1.9983 2.1447 -2.6918 0.1 0.4 -0.2
H -1.3358 2.8492 -2.7954 -0.2 -0.3 0.1
C -0.6053 0.2320 1.1991 1.8 0.3 0.3
C -0.0052 -0.3945 -0.0456 -0.2 -1.5 -1.1
C 1.3364 -1.1009 0.2234 0.2 0.0 -0.4
H -0.7155 -0.5487 1.9599 -0.7 0.0 -0.1
H -1.4228 0.9301 1.0488 -0.4 -0.3 0.0
H 0.2195 0.7999 1.6596 -0.3 0.3 -0.1
H 0.0236 0.1617 -0.9846 0.1 1.0 0.6
H -0.6639 -1.1992 -0.4201 -0.1 0.0 0.4
H 1.1907 -2.1061 0.6360 0.1 0.0 0.1
H 1.9641 -1.1944 -0.6793 -0.3 -0.2 0.0
H 2.0125 -0.5737 0.8899 -0.1 0.3 0.4

=====

Record 9
13
Properties=species:S:1:pos:R:3:forces:R:3 method="wB97M-V/def2-TZVPD" multiplicity=2 homo_ev="-11.4 / -11.3" molar_mass_da=61.10 s2=0.75 total_charge=0 orbital_gap_ev="12.34 / 9.46"
O 1.2754 1.7404 1.8930 0.3 0.3 -0.4
H 0.8894 1.3756 2.6953 -0.2 -0.2 0.5
C 0.0342 0.7589 -1.2091 0.5 -1.0 -0.2
C 0.0450 -0.0600 0.0877 -0.9 -0.3 -0.5
C -0.6052 -1.4477 -0.0110 -0.1 0.1 0.3
H -0.9194 0.7594 -1.7386 -0.2 0.2 0.4
H 0.3801 1.7659 -0.9942 0.0 0.1 -0.3
H 0.7068 0.2593 -1.9148 0.2 0.3 0.0
H 1.0725 -0.2194 0.4071 0.1 0.4 0.2
H -0.5289 0.5169 0.8116 0.2 0.0 0.4
H -0.7009 -1.9014 0.9792 0.2 0.0 0.0
H -0.0181 -2.1324 -0.6222 0.0 0.0 -0.1
H -1.6310 -1.4156 -0.3839 0.1 0.2 -0.3

=====

Record 10
14
Properties=species:S:1:pos:R:3:forces:R:3 method="wB97M-V/def2-TZVPD" multiplicity=1 homo_ev=-2.3 molar_mass_da=77.10 total_charge=-1 orbital_gap_ev=6.60
C 0.0818 0.5616 1.1714 -1.4 -0.3 0.3
O -0.1982 -0.3687 2.0636 -0.2 -0.5 0.0
C -1.1552 0.7562 -0.0890 2.7 -2.0 2.5
C -0.7763 -0.1866 -1.2456 -1.6 -1.1 -0.1
H 1.0144 0.2516 0.6053 -1.2 1.9 0.0
H 0.1997 1.5735 1.7082 0.1 -0.3 -1.1
H -0.9368 1.7556 -0.2922 -0.6 1.9 -0.7
H -2.0904 0.5275 0.4988 0.9 0.3 -1.0
H -1.7755 -0.5952 -1.6391 1.6 -0.2 0.3
H -0.0164 -0.9748 -0.9793 -1.3 0.4 0.2
H -0.2878 0.2229 -2.1211 0.0 0.9 -0.1
H 2.0201 -0.4603 0.5082 0.3 -1.2 -0.7
H 1.6516 -1.9353 -0.0057 1.6 2.5 -0.1
O 2.2690 -1.1282 -0.1836 -0.8 -2.3 0.6

=====

Record 11
14
Properties=species:S:1:pos:R:3:forces:R:3 method="wB97M-V/def2-TZVPD" multiplicity=1 homo_ev=-2.4 molar_mass_da=77.10 total_charge=-1 orbital_gap_ev=6.75
C 0.2049 -1.0174 -0.8553 -1.0 0.1 -1.1
O 0.1325 -2.3040 -0.5774 0.3 -0.4 0.0
C -0.8354 -0.1749 -0.0624 1.3 1.4 0.9
C -0.6433 -0.2547 1.4751 -1.2 -0.8 0.6
H 1.2106 -0.5434 -0.8191 0.7 0.3 1.2
H 0.0965 -0.7069 -1.9533 -0.9 -0.4 0.0
H -0.7879 0.8837 -0.3841 0.4 0.2 0.1
H -1.8661 -0.3140 -0.2564 -1.0 -1.3 -0.7
H -1.6439 -0.2077 2.0530 1.4 0.3 -0.9
H -0.2661 -1.2706 1.7586 0.1 0.9 -0.4
H 0.0102 0.5564 1.8215 0.0 -0.4 0.2
H 0.7680 1.7634 -0.4350 0.6 0.8 0.0
H 1.9947 1.4080 -1.0675 1.2 -1.4 -0.8
O 1.6253 2.1820 -0.6979 -1.8 0.6 0.9

=====

Record 12
14
Properties=species:S:1:pos:R:3:forces:R:3 method="wB97M-V/def2-TZVPD" multiplicity=1 homo_ev=-2.4 molar_mass_da=77.10 total_charge=-1 orbital_gap_ev=6.69
C 0.3905 -1.2178 0.4490 0.7 0.9 0.1
O 0.6152 -2.4792 0.1645 -0.4 -0.7 0.0
C 0.4673 -0.2768 -0.8217 -0.4 0.3 0.0
C -0.8840 0.3860 -1.2108 1.3 0.0 0.5
H -0.6079 -0.9403 0.9534 0.0 -0.3 -0.1
H 1.1461 -0.7991 1.1961 -0.1 0.0 -0.1
H 1.2154 0.5150 -0.6645 0.1 0.0 -0.1
H 0.8438 -0.9276 -1.6084 0.0 0.0 -0.1
H -0.9237 1.3384 -0.6802 -0.5 0.0 0.2
H -0.9516 0.6413 -2.2659 -0.2 -0.2 -0.2
H -1.6687 -0.2790 -0.8655 -0.4 0.1 -0.2
H -0.3110 0.7565 1.9863 -0.1 0.1 0.3
H 0.6014 1.6348 1.2883 0.5 0.3 -0.4
O 0.0671 1.6480 2.0794 -0.4 -0.4 0.1

=====

Record 13
16
Properties=species:S:1:pos:R:3:forces:R:3 method="wB97M-V/def2-TZVPD" multiplicity=1 homo_ev="-9.0 / -9.0" molar_mass_da=140.14 total_charge=0 orbital_gap_ev="9.20 / 9.20"
C 0.7253 -1.1789 1.3637 -3.7 0.0 -1.9
C 1.3087 -0.7324 -1.5011 -1.2 -0.6 -2.2
C -1.6777 1.7659 0.0621 0.4 -2.2 1.1
O 1.4054 1.8308 0.4531 -2.6 -6.0 -1.5
O -2.1467 -0.9009 0.3820 -1.1 -1.3 1.3
P 0.6321 -0.0108 0.0076 2.8 6.1 0.5
S -1.5267 0.0369 -0.5372 1.0 2.0 -0.6
H 0.7408 -2.1474 0.8160 0.0 0.3 0.9
H 1.5630 -0.9900 1.9730 0.6 0.2 1.0
H -0.3985 -0.9687 1.7229 2.5 -0.9 0.2
H 1.3474 -1.8149 -1.4980 -0.5 -0.5 0.6
H 0.7514 -0.5378 -2.5077 0.8 0.3 2.0
H 2.3319 -0.5183 -1.6394 1.2 0.9 -0.1
H -2.6222 2.1696 -0.0604 -1.7 1.1 -1.8
H -0.7441 2.1922 -0.1620 0.9 1.4 -1.0
H -1.6900 1.8049 1.1254 0.6 -0.8 1.3

=====

Record 14
16
Properties=species:S:1:pos:R:3:forces:R:3 method="wB97M-V/def2-TZVPD" multiplicity=1 homo_ev=-8.5 molar_mass_da=140.14 total_charge=0 orbital_gap_ev=9.35
C 0.7181 -2.4428 0.0314 -2.1 1.5 0.8
O 1.2944 -1.1475 -0.2185 -0.5 -0.4 0.0
P 0.6487 0.0977 -1.1011 -0.8 -0.6 0.4
O 1.7636 1.1659 -0.7104 0.4 -0.2 -0.1
C 2.2390 1.4214 0.6113 0.4 3.5 0.4
S -1.1132 0.5561 0.2263 0.7 -0.5 0.7
C -2.2075 1.7829 -0.6159 1.7 -2.5 -1.5
H -0.2539 -2.6109 -0.4127 -0.4 0.6 -0.7
H 0.4499 -2.5571 1.0859 0.7 0.2 0.1
H 1.2665 -3.2539 -0.3199 1.8 -1.0 -0.5
H 1.3668 1.4161 1.3085 1.0 -1.0 -0.1
H 2.3961 2.6097 0.5695 0.4 -2.5 0.2
H 3.2378 0.8998 0.8783 -2.1 0.6 -0.4
H -1.9448 2.7415 -0.2409 -0.2 0.8 -0.1
H -3.2105 1.4140 -0.4290 -0.1 0.4 -0.1
H -1.8667 1.5417 -1.6717 -1.0 1.2 0.8

=====

Record 15
15
Properties=species:S:1:pos:R:3:forces:R:3 method="wB97M-V/def2-TZVPD" multiplicity=1 homo_ev="-15.7 / -15.7" molar_mass_da=109.17 total_charge=+1 orbital_gap_ev="9.57 / 9.57"
C -1.7656 0.7125 1.4729 -1.1 0.2 0.0
C 0.9043 1.0707 -1.1132 0.1 -0.2 0.2
C 1.0571 -1.5476 0.0657 -0.1 0.1 0.1
O -1.8902 -0.8277 -1.5082 1.2 0.4 0.8
O -0.4211 0.3474 1.1019 1.2 -0.2 0.1
S -0.0676 -0.2102 -0.3152 -1.1 -0.3 -1.0
H -2.4695 0.3438 0.7251 0.0 0.0 0.1
H -1.8266 1.7978 1.5529 0.1 -0.1 -0.1
H -1.9639 0.2549 2.4411 0.1 0.0 -0.1
H 0.2998 1.9710 -1.1906 -0.2 -0.1 0.1
H 1.1507 0.7304 -2.1169 0.0 -0.2 0.0
H 1.8051 1.2655 -0.5364 0.0 -0.1 0.1
H 1.7721 -1.2160 0.8154 0.0 0.1 0.0
H 1.5556 -1.8637 -0.8466 0.0 0.1 -0.2
H 0.4667 -2.3775 0.4481 -0.2 0.1 0.0

=====

Record 16
15
Properties=species:S:1:pos:R:3:forces:R:3 method="wB97M-V/def2-TZVPD" multiplicity=1 homo_ev=-2.1 molar_mass_da=93.10 total_charge=-1 orbital_gap_ev=5.64
C 0.1348 0.5172 0.8114 -3.8 -2.0 1.2
C 0.0797 -0.8514 1.5634 -2.6 2.9 0.9
O 0.0489 -1.9052 0.6804 -3.4 2.5 -2.6
C -1.0703 0.7318 -0.2822 1.8 0.8 -1.7
O -1.1860 2.0374 -0.5063 -0.5 0.9 0.4
H 1.0760 0.6475 0.3951 1.7 0.5 -1.0
H -0.1143 1.2810 1.5469 0.3 0.3 0.0
H 0.8364 -0.9062 2.3233 0.9 -0.4 0.3
H -0.9033 -0.8365 2.1717 1.1 -0.1 -0.8
H 0.6389 -2.4953 0.9408 4.0 -4.2 1.6
H -0.5819 0.3579 -1.3267 -1.5 -0.9 1.8
H -2.1201 0.2716 -0.0272 1.8 -0.3 0.0
H 1.4570 0.6909 -1.9510 -0.5 1.5 0.3
H 0.9316 -0.6737 -1.5406 0.3 0.5 -0.3
O 1.6265 -0.2224 -2.0602 0.5 -2.0 -0.1

=====

Record 17
15
Properties=species:S:1:pos:R:3:forces:R:3 method="wB97M-V/def2-TZVPD" multiplicity=1 homo_ev=-3.1 molar_mass_da=93.10 total_charge=-1 orbital_gap_ev=7.29
C -0.3002 -0.0209 -0.6971 -1.2 0.7 0.1
O 0.1130 -1.0674 0.0075 0.4 0.0 0.6
C 0.0817 1.4417 -0.1867 0.7 -0.5 -0.3
C 0.3339 1.5450 1.3011 0.4 -0.2 0.4
O -0.9166 1.3611 2.0571 1.2 -0.1 -1.7
H 0.0472 -0.0239 -1.7492 0.0 0.1 -0.4
H -1.4293 0.1070 -0.7968 0.1 -0.6 0.0
H -0.7081 2.1492 -0.4665 0.2 0.1 -0.2
H 1.0065 1.6196 -0.7502 0.0 0.7 0.4
H 1.0256 0.7337 1.5586 -0.1 0.0 0.1
H 0.8226 2.4855 1.5749 -0.4 0.1 0.1
H -1.2214 0.7168 1.3953 -1.0 -0.4 1.0
H 0.8969 -2.2248 -2.6505 0.0 0.3 0.4
H 0.8089 -2.4845 -1.0953 -0.6 0.9 -0.2
O 0.6693 -2.8741 -1.9833 0.3 -1.1 -0.4

=====

Record 18
15
Properties=species:S:1:pos:R:3:forces:R:3 method="wB97M-V/def2-TZVPD" multiplicity=2 homo_ev="-10.6 / -10.5" molar_mass_da=93.10 s2=0.75 total_charge=0 orbital_gap_ev="11.42 / 8.14"
C -0.0430 -1.0010 0.8630 -0.4 1.1 0.4
O -1.1800 -0.7491 1.6383 0.9 -1.5 0.0
C 0.2003 0.0929 -0.1806 -0.3 -0.6 0.0
C 1.1338 -0.2558 -1.3146 0.0 -0.6 -0.5
O 1.3932 0.9276 -2.0795 -0.3 -0.6 0.0
H 0.8194 -1.0386 1.5377 0.0 -0.8 -0.1
H -0.3425 -1.9747 0.4535 0.5 -0.3 -0.2
H 0.6181 0.9338 0.3549 -0.2 0.5 0.0
H -0.7816 0.3450 -0.6042 0.4 0.3 0.1
H 2.0849 -0.7218 -1.0602 0.2 0.2 0.7
H 0.6740 -1.0422 -1.9287 -0.2 0.3 -0.2
H 1.2650 0.6479 -2.9892 0.1 0.4 -0.2
H -2.3239 1.7759 2.2842 0.1 -0.1 -0.2
H -1.6711 0.5265 1.5447 -0.8 1.8 -0.2
O -1.8464 1.5336 1.4807 0.0 -0.3 0.3

=====

Record 19
16
Properties=species:S:1:pos:R:3:forces:R:3 method="wB97M-V/def2-TZVPD" multiplicity=1 homo_ev=-9.5 molar_mass_da=124.08 total_charge=0 orbital_gap_ev=10.07
C -0.8349 -1.2993 -1.3601 -2.3 1.6 -0.3
O -0.0043 -0.1504 -1.2756 0.2 0.9 0.7
P 0.2003 0.9019 -0.0061 1.6 -3.3 0.0
C -1.5344 0.9457 0.6616 1.0 0.1 1.5
O 0.9803 2.1021 -0.4580 -1.5 -1.1 0.7
C 1.6179 -0.2838 1.1110 -0.7 5.2 -2.2
O 2.7858 0.1172 0.3967 0.1 0.1 0.0
H -1.8857 -1.1390 -0.8951 1.9 -0.5 -0.3
H -0.3639 -2.2089 -1.1023 0.6 -0.8 1.1
H -1.0619 -1.4200 -2.4067 0.0 0.1 -0.6
H -2.2220 0.8407 -0.1476 -0.5 0.8 -0.8
H -1.8192 0.0436 1.2589 0.9 0.6 -0.1
H -1.6440 1.8473 1.3099 -0.3 -0.6 -0.8
H 1.6111 0.0976 2.1281 0.1 -0.3 0.2
H 1.5164 -1.2998 0.9784 -0.7 -2.2 -0.1
H 2.6583 0.9049 -0.1932 -0.3 -0.7 1.0

=====

Record 20
16
Properties=species:S:1:pos:R:3:forces:R:3 method="wB97M-V/def2-TZVPD" multiplicity=1 homo_ev=-2.8 molar_mass_da=125.17 total_charge=-1 orbital_gap_ev=6.29
O 1.4342 0.7016 -1.8734 0.9 2.3 -1.4
C 0.9731 -0.2427 -1.3292 -0.5 -2.0 1.2
C 0.1677 -1.2902 -2.0523 -4.0 0.1 1.0
C -0.9875 -1.9744 -1.1270 0.9 4.1 1.5
S -0.3171 -2.5836 0.4144 0.3 -0.1 1.0
H 1.1927 -0.3793 -0.2375 -0.5 -0.4 -0.5
H -0.4622 -0.8543 -2.8762 1.3 0.0 0.2
H 0.7155 -2.1328 -2.3663 1.1 -0.7 -0.5
H -1.8477 -1.1977 -0.9319 1.5 -1.1 -0.5
H -1.4223 -2.8026 -1.5321 -1.1 -1.9 -2.0
H 0.5935 4.0146 2.3537 -1.8 2.1 -0.3
H 0.4875 2.5088 2.6417 -1.8 -1.3 0.8
O 1.0430 3.2327 2.4870 3.8 -0.3 0.0
H -0.1630 1.4414 1.5625 0.3 -0.9 -1.0
H -0.7104 0.3102 2.5452 0.3 -0.1 -0.7
O -0.6971 1.2482 2.3213 -0.9 0.4 1.1